{
  "formula": "C25H33NO4",
  "method": "ωB97M-V/def2-TZVPD",
  "orbital_gap_ev": 9.129,
  "symbols": ["C", "C", "H", "H", "O", "C", "O", "C", "C", "C", "N", "C", "C", "H", "H", "H", "H", "C", "C", "C", "C", "C", "C", "C", "H", "H", "H", "O", "C", "C", "C", "C", "C", "C", "C", "H", "H", "H", "H", "H", "H", "H", "H", "H", "H", "H", "H", "H", "H", "C", "C", "O", "C", "H", "H", "H", "H", "H", "H", "H", "H", "H", "H"],
  "positions_angstrom": [[-0.005, -2.524, -0.226], [1.414, -3.002, -0.508], [1.853, -3.436, 0.396], [1.429, -3.732, -1.319], [2.241, -1.928, -0.955], [2.799, -1.157, -0.017], [2.698, -1.378, 1.164], [3.630, -0.028, -0.616], [3.043, 0.456, -1.945], [1.653, 1.047, -1.735], [1.711, 2.162, -0.809], [2.235, 1.748, 0.481], [3.638, 1.164, 0.345], [3.985, 0.852, 1.328], [4.321, 1.920, -0.040], [2.274, 2.630, 1.125], [1.585, 1.000, 0.967], [0.440, 2.870, -0.699], [-0.667, 2.031, -0.108], [-1.413, 1.186, -0.913], [-2.346, 0.306, -0.367], [-2.546, 0.286, 1.007], [-1.818, 1.148, 1.810], [-0.884, 2.009, 1.267], [-0.322, 2.670, 1.910], [-1.984, 1.138, 2.877], [-3.268, -0.375, 1.458], [-2.988, -0.496, -1.269], [-3.918, -1.441, -0.790], [-5.167, -0.840, -0.190], [-5.897, -1.549, 0.755], [-7.050, -1.009, 1.295], [-7.480, 0.247, 0.901], [-6.755, 0.958, -0.040], [-5.606, 0.415, -0.587], [-5.039, 0.967, -1.322], [-7.086, 1.937, -0.352], [-8.378, 0.670, 1.327], [-7.612, -1.568, 2.030], [-5.559, -2.527, 1.069], [-3.440, -2.121, -0.070], [-4.189, -2.025, -1.679], [-1.289, 1.192, -1.986], [0.166, 3.202, -1.705], [0.613, 3.753, -0.078], [1.271, 1.422, -2.689], [0.974, 0.254, -1.382], [2.983, -0.366, -2.660], [3.699, 1.227, -2.351], [5.046, -0.593, -0.852], [5.795, -0.991, 0.418], [6.424, 0.150, 0.959], [7.044, -0.101, 2.191], [7.833, -0.859, 2.095], [6.319, -0.445, 2.939], [7.484, 0.840, 2.517], [6.559, -1.749, 0.177], [5.108, -1.430, 1.156], [4.966, -1.462, -1.509], [5.643, 0.168, -1.357], [0.000, -1.791, 0.578], [-0.436, -2.068, -1.114], [-0.619, -3.370, 0.074]],
  "lowdin_charge": [-0.056, -0.201, 0.122, 0.124, -0.004, -0.458, 0.121, -0.362, -0.102, -0.176, -0.140, -0.170, -0.093, 0.121, 0.134, 0.128, 0.122, -0.146, -0.210, 0.029, -0.272, -0.016, -0.064, -0.058, 0.110, 0.106, 0.108, -0.056, -0.154, -0.223, -0.049, -0.085, -0.092, -0.074, -0.028, 0.121, 0.103, 0.100, 0.102, 0.113, 0.128, 0.141, 0.127, 0.123, 0.122, 0.128, 0.112, 0.123, 0.130, -0.082, -0.222, -0.199, -0.114, 0.088, 0.091, 0.088, 0.127, 0.119, 0.128, 0.132, 0.078, 0.076, 0.079]
}